Record 1
This record from the OMol25 dataset describes a 2-piece molecular cluster, C7H15N overall at a distorted geometry. The level of theory is ωB97M-V/def2-TZVPD.

Last column: Löwdin charge in e.
CARTESIAN COORDINATES (ANGSTROEM)
C -0.378 -0.346 -2.547  -0.025
C -0.192 0.233 -1.394  -0.104
C -0.537 0.989 -0.308  -0.399
C -1.951 0.840 0.227  -0.066
C -0.029 2.417 -0.302  -0.081
H -1.085 0.036 -3.282  0.052
H 0.199 -1.224 -2.821  0.038
H -2.708 0.971 -0.550  0.086
H -2.156 1.543 1.040  0.075
H -2.078 -0.168 0.634  0.073
H -0.480 3.002 -1.108  0.084
H -0.262 2.912 0.646  0.071
H 1.055 2.430 -0.448  0.076
C 0.766 -2.480 0.845  -0.115
C 1.591 -1.213 0.821  -0.249
N 0.828 0.061 1.437  -0.011
H 0.104 -2.533 -0.022  0.063
H 1.424 -3.357 0.838  0.072
H 0.149 -2.546 1.747  0.070
H 1.949 -0.981 -0.181  0.083
H 2.482 -1.314 1.445  0.087
H -0.133 -0.131 1.699  0.048
H 1.443 0.859 1.584  0.072

Atoms 1-6, force components in eV/Å:
C 0.7 -0.5 -0.1
C -1.8 1.6 2.5
C -0.5 0.2 -4.9
C 0.4 -0.9 0.9
C 0.8 -0.3 0.7
H 0.1 0.1 0.0

Computed properties:
**E_tot**: -330.32657 Ha
**HOMO-LUMO gap**: 8.284 eV
**Energy above the lowest of the compared OMol25 structures with the same formula, charge and spin**: 371.08 kJ/mol
**E_LUMO**: 0.97 eV
**SMILES**: C=C=C(C)C.CCN

Record 2
This record from the OMol25 dataset describes an isolated ion of composition C7H15N2O and charge +1 at a distorted geometry. The level of theory is ωB97M-V/def2-TZVPD.

Last column: Löwdin charge in e.
CARTESIAN COORDINATES (ANGSTROEM)
C 2.222 0.701 -0.506  -0.119
C 1.926 -0.824 -0.562  -0.072
C -2.023 0.812 0.002  -0.147
C -2.216 -0.664 -0.563  -0.278
C 0.886 1.356 -0.151  -0.093
C -0.996 0.706 1.197  -0.118
C 0.629 -0.883 0.219  -0.250
N -1.034 -0.900 -1.265  0.063
N 0.377 0.432 0.818  -0.042
O 0.269 -1.857 1.107  0.091
H 2.978 0.706 0.259  0.108
H 2.859 0.891 -1.398  0.147
H 1.715 -1.145 -1.493  0.072
H 2.772 -1.488 0.047  0.200
H -1.724 1.508 -0.763  0.092
H -2.917 1.409 0.459  0.152
H -2.321 -1.442 0.323  0.147
H -2.929 -0.584 -1.364  0.117
H 1.116 2.291 0.124  0.117
H 0.391 1.222 -1.108  0.141
H -1.135 1.734 1.535  0.132
H -1.526 -0.076 1.906  0.180
H -0.738 -1.769 -1.633  0.057
H 0.883 0.618 1.620  0.175
H 0.536 -2.756 1.191  0.129

Atoms 1-6, force components in eV/Å:
C 2.2 -2.3 -0.5
C 1.2 -0.1 5.1
C -0.9 -0.9 1.6
C 0.3 0.5 2.2
C 2.3 -2.8 -4.3
C -5.0 0.0 -0.2

Computed properties:
**E_tot**: -460.04063 Ha
**HOMO-LUMO gap (alpha / beta)**: 8.887 / 8.895 eV
**Total charge**: +1
**Energy above the lowest of the compared OMol25 structures with the same formula, charge and spin**: 609.95 kJ/mol
**E_LUMO (alpha / beta)**: -3.60 / -3.60 eV